No. 1
DFT (ωB97M-V with the def2-TZVPD basis set) results for C5H6N2O2 as an isolated structure in a non-equilibrium geometry.

CARTESIAN COORDINATES (ANGSTROEM)
C: -0.870 -1.450 -0.303
C: -1.151 0.021 0.343
C: 1.045 1.040 0.326
C: 0.591 -0.851 -0.322
C: 0.230 -0.050 0.883
H: -1.416 -1.685 -1.212
H: -1.017 -2.244 0.417
H: -2.061 0.162 0.968
H: 0.374 2.510 -0.915
H: 0.462 -0.211 -1.207
H: 0.519 -0.443 1.860
N: 0.083 2.096 -0.007
N: 2.147 0.694 -0.163
O: -1.048 1.203 -0.504
O: 2.113 -0.791 -0.165

Cartesian forces, eV/Å:
-0.030 0.454 -0.184
-1.070 0.231 0.622
-2.719 1.703 1.161
0.229 -0.288 -0.392
1.011 0.540 0.095
0.433 -0.097 -0.320
-0.291 0.164 0.461
0.726 -0.416 -0.272
-0.251 -0.199 0.756
0.250 -0.444 0.266
-0.259 -0.156 -0.318
0.882 -0.919 -0.606
1.842 -0.560 -0.912
-0.012 0.036 -0.136
-0.740 -0.050 -0.222

The net charge is 0. The orbital gap comes out at 0.3506 Ha. As for the multiplicity: 1. Its calculated total energy is -12348.843 eV. As for the LUMO energy: 0.31 eV.

---

No. 2
DFT (ωB97M-V with the def2-TZVPD basis set) results for an isolated ion of composition C6H6N and charge +1 in a non-equilibrium geometry.

CARTESIAN COORDINATES (ANGSTROEM)
C: 2.299 -0.165 0.066
C: 1.823 1.100 -0.087
C: -0.677 -0.049 -0.066
C: -1.666 0.810 0.016
C: 1.498 -1.343 0.112
C: 1.011 2.001 0.034
N: 0.049 -1.038 -0.262
H: -2.376 0.630 0.813
H: -1.599 1.780 -0.616
H: 1.813 -2.205 -0.515
H: 1.712 -1.562 1.143
H: 0.703 3.056 0.077
H: -0.137 -1.752 -1.011

Cartesian forces, eV/Å:
-0.069 3.352 -1.712
1.332 -2.845 0.696
-1.868 0.931 -0.153
1.688 0.566 -0.834
0.374 -0.661 0.185
0.203 3.235 -0.121
1.581 -2.363 -1.098
-0.361 0.192 -0.162
-0.399 -1.856 1.254
-0.260 0.631 0.309
-1.220 -1.200 0.876
-0.154 -1.136 -0.074
-0.847 1.154 0.833

The net charge is +1. The orbital gap (spin up / spin down) comes out at 0.2960 / 0.3436 Ha. As for the multiplicity: 3. Its calculated total energy is -7794.198 eV. As for the LUMO energy (spin up / spin down): -4.41 / -5.78 eV. The expectation value of S² is 2.056.

---

No. 3
DFT (ωB97M-V with the def2-TZVPD basis set) results for a 2-piece molecular cluster, C3H12NO2S overall in a non-equilibrium geometry.

CARTESIAN COORDINATES (ANGSTROEM)
C: 0.476 0.230 1.951
O: 1.674 0.880 1.532
C: -0.023 -0.660 0.799
C: -1.361 -0.127 0.234
S: -1.888 -0.882 -1.353
N: 1.003 -0.833 -0.278
H: 0.489 -0.292 2.898
H: -0.270 0.998 2.085
H: 2.181 1.063 2.327
H: -0.280 -1.649 1.074
H: -2.132 -0.253 0.984
H: -1.317 0.947 0.047
H: -1.097 -0.066 -2.063
H: 0.575 -1.207 -1.074
H: 1.393 0.050 -0.618
H: 1.761 -1.328 0.128
H: 2.070 2.365 -1.130
H: 0.815 1.891 -0.401
O: 1.346 1.731 -1.180

Cartesian forces, eV/Å:
-0.471 0.378 -0.741
-0.010 -0.660 0.609
-1.116 0.642 -0.645
0.493 0.541 -0.731
0.269 0.028 0.508
0.011 1.704 1.791
0.695 -0.351 0.126
-0.443 0.323 0.122
0.297 0.226 0.003
0.199 -1.099 0.733
-0.134 -0.271 0.072
0.085 0.070 0.095
-0.167 0.023 -0.256
-0.833 -1.717 -1.534
0.246 0.961 0.056
0.911 -1.048 -0.116
0.020 0.003 -0.039
-0.043 0.544 0.344
-0.009 -0.298 -0.396

The net charge is +1. The orbital gap comes out at 0.3806 Ha. As for the multiplicity: 1. Its calculated total energy is -19719.247 eV. As for the LUMO energy: -3.16 eV.

---

Please write out number 2 again, unchanged.
DFT (ωB97M-V with the def2-TZVPD basis set) results for an isolated ion of composition C6H6N and charge +1 in a non-equilibrium geometry.

CARTESIAN COORDINATES (ANGSTROEM)
C: 2.299 -0.165 0.066
C: 1.823 1.100 -0.087
C: -0.677 -0.049 -0.066
C: -1.666 0.810 0.016
C: 1.498 -1.343 0.112
C: 1.011 2.001 0.034
N: 0.049 -1.038 -0.262
H: -2.376 0.630 0.813
H: -1.599 1.780 -0.616
H: 1.813 -2.205 -0.515
H: 1.712 -1.562 1.143
H: 0.703 3.056 0.077
H: -0.137 -1.752 -1.011

Cartesian forces, eV/Å:
-0.069 3.352 -1.712
1.332 -2.845 0.696
-1.868 0.931 -0.153
1.688 0.566 -0.834
0.374 -0.661 0.185
0.203 3.235 -0.121
1.581 -2.363 -1.098
-0.361 0.192 -0.162
-0.399 -1.856 1.254
-0.260 0.631 0.309
-1.220 -1.200 0.876
-0.154 -1.136 -0.074
-0.847 1.154 0.833

The net charge is +1. The orbital gap (spin up / spin down) comes out at 0.2960 / 0.3436 Ha. As for the multiplicity: 3. Its calculated total energy is -7794.198 eV. As for the LUMO energy (spin up / spin down): -4.41 / -5.78 eV. The expectation value of S² is 2.056.

---

Question: calculated total energy of number 2 (C6H6N)?
Answer: -7794.198 eV

---

Question: The highest calculated total energy belongs to which entry?
Answer: C6H6N

---

Question: Which formula does entry 2 have?
Answer: C6H6N